No. 1
Density functional theory data (ωB97M-V with the def2-TZVPD basis set) for a cluster of 3 separate species, C10H20N2OS in total at a distorted geometry.

orbital gap = 0.3494 Ha
maximum force = 3.384 eV/Å
E_tot = -26554.4031 eV
HOMO energy = -9.33 eV

Last column: Mulliken charge in e.
Positions of all 34 atoms, in Å:
C 2.207 1.161 1.652  -0.9376
C 3.418 0.242 1.785  -0.4580
C 4.767 0.737 2.178  -0.5765
C 5.587 1.547 1.202  0.2621
N 6.172 2.246 0.457  -0.4136
H 2.028 1.686 2.591  0.3161
H 1.293 0.635 1.376  0.2165
H 2.302 1.935 0.891  0.3511
H 3.696 -0.199 0.828  0.2800
H 3.246 -0.615 2.436  0.3142
H 5.344 -0.110 2.552  0.3371
H 4.661 1.293 3.110  0.3013
C -1.090 1.512 -0.923  -1.0437
C -2.521 0.910 -0.461  -0.2667
C -3.388 1.773 0.502  -0.4413
C -3.436 3.197 0.026  0.2151
N -3.434 4.289 -0.291  -0.4090
H -0.383 1.644 -0.104  0.1947
H -1.087 2.447 -1.483  0.4171
H -0.678 0.638 -1.428  0.2801
H -2.329 -0.103 -0.110  0.1853
H -3.190 0.842 -1.319  0.2747
H -2.777 1.787 1.404  0.2475
H -4.335 1.288 0.741  0.3436
C -3.002 -2.719 -1.651  -0.6631
S -1.761 -4.075 -2.167  0.4545
O -1.586 -3.914 -3.642  -0.6024
C -0.258 -3.263 -1.476  -0.8654
H -2.538 -2.258 -0.779  0.0345
H -4.038 -3.009 -1.471  0.4140
H -3.053 -1.937 -2.408  0.3024
H -0.022 -2.215 -1.664  0.2213
H 0.571 -3.817 -1.915  0.3425
H -0.387 -3.577 -0.440  0.3714

=====

No. 2
Density functional theory data (ωB97M-V with the def2-TZVPD basis set) for the ion C10H20NO with charge +1 at a distorted geometry.

orbital gap (spin up / spin down) = 0.2642 / 0.2641 Ha
maximum force = 4.230 eV/Å
E_tot = -14219.3794 eV
HOMO energy (spin up / spin down) = -12.65 / -12.65 eV
total charge = +1

Last column: Mulliken charge in e.
Positions of all 32 atoms, in Å:
C -2.733 -2.317 -0.236  -0.0803
C 1.112 1.381 -0.450  -0.5510
C 2.293 0.780 0.185  -1.1925
C -0.070 1.379 0.532  -1.0792
C 2.240 -0.720 0.412  0.8495
C -1.353 0.726 -0.048  1.5993
C 2.660 -1.503 -0.807  -1.5323
C 2.119 -1.297 1.607  -0.9026
C -1.706 1.477 -1.401  -1.6175
C -2.467 0.865 0.937  -1.9340
N -0.960 -0.715 -0.253  0.1253
O -1.492 -1.983 -0.230  -0.1338
H -2.764 -3.506 -0.424  0.2723
H -3.612 -1.713 -0.085  0.3705
H 1.300 2.391 -0.727  0.4107
H 0.761 0.874 -1.361  0.3604
H 3.307 0.834 -0.362  0.4213
H 2.674 1.304 1.082  0.3820
H 0.253 0.837 1.508  0.2417
H -0.430 2.359 0.860  0.6067
H 2.458 -1.014 -1.765  0.3146
H 2.362 -2.545 -0.872  0.4003
H 3.671 -1.710 -0.785  0.5171
H 2.150 -2.412 1.812  0.2789
H 0.065 -0.775 -0.069  -0.1218
H 1.785 -0.792 2.452  0.3455
H -1.535 2.497 -1.239  0.3941
H -2.694 1.394 -1.754  0.4746
H -1.086 0.995 -2.126  0.4372
H -2.316 1.710 1.554  0.4689
H -2.529 0.087 1.643  0.5548
H -3.464 1.114 0.408  0.3193

=====

No. 3
Density functional theory data (ωB97M-V with the def2-TZVPD basis set) for an isolated molecule of C10H20O at a distorted geometry.

SMILES string = CC(C)[C@@H](O)C1CCCCC1
orbital gap = 0.3880 Ha
maximum force = 3.650 eV/Å
E_tot = -12739.6717 eV
HOMO energy = -9.71 eV

Last column: Mulliken charge in e.
Positions of all 31 atoms, in Å:
C 2.661 -0.763 -1.066  -1.3672
C 1.531 0.131 -0.554  0.6255
C 1.922 1.650 -0.175  -1.1906
C 0.899 -0.668 0.609  0.0637
O 1.643 -0.344 1.816  -0.6260
C -0.578 -0.661 1.170  0.3175
C -1.429 -1.537 0.349  -0.9638
C -1.655 -0.857 -1.023  -0.6702
C -2.481 0.458 -0.789  -0.6992
C -1.698 1.424 0.107  -0.3901
C -1.292 0.658 1.303  -1.3205
H 3.192 -0.423 -1.999  0.3624
H 3.370 -1.159 -0.367  0.2938
H 2.113 -1.678 -1.401  0.3947
H 0.728 0.133 -1.336  -0.0957
H 2.677 1.591 0.589  0.4241
H 1.051 2.282 0.030  0.2013
H 2.657 2.224 -0.987  0.2672
H 0.902 -1.694 0.373  0.2630
H 2.575 0.071 1.550  0.3884
H -0.545 -1.048 2.244  0.2996
H -0.772 -2.562 0.239  0.2827
H -2.375 -1.726 0.906  0.3799
H -2.275 -1.514 -1.610  0.4429
H -0.831 -0.710 -1.738  0.3358
H -2.757 0.685 -1.819  0.3996
H -3.410 0.081 -0.251  0.2675
H -2.259 2.294 0.436  0.4049
H -0.885 1.990 -0.390  0.0978
H -0.536 1.226 1.866  0.3133
H -2.143 0.443 1.919  0.4976

=====

No. 4
Density functional theory data (ωB97M-V with the def2-TZVPD basis set) for a structure of composition C10H20O19S2V at a distorted geometry.

multiplicity = 2
expectation value of S² = 0.78
orbital gap (spin up / spin down) = 0.2071 / 0.2070 Ha
maximum force = 10.147 eV/Å
E_tot = -96956.8549 eV
HOMO energy (spin up / spin down) = -2.08 / -2.08 eV
total charge = -2

Last column: Mulliken charge in e.
Positions of all 52 atoms, in Å:
O 16.289 -18.246 -5.274  -0.3181
V 17.134 -17.088 -4.558  2.0970
O 19.003 -19.741 -1.700  -0.4370
C 19.240 -18.677 -2.423  0.5525
O 18.524 -18.426 -3.368  -0.7510
O 20.363 -18.076 -2.185  -0.7504
H 19.791 -19.901 -1.176  0.2896
O 19.024 -16.229 -8.443  -0.4827
C 18.304 -15.944 -7.394  0.6079
O 17.484 -14.975 -7.470  -0.7199
O 18.260 -16.583 -6.373  -0.8132
H 19.369 -17.083 -8.173  0.3033
O 13.827 -14.271 -4.189  -0.4166
C 14.893 -14.469 -4.915  0.4039
O 15.284 -13.567 -5.759  -0.7111
O 15.458 -15.638 -4.933  -0.4493
H 13.394 -13.472 -4.499  0.2620
O 19.173 -13.416 -4.202  -0.5584
C 19.193 -14.738 -3.762  0.5023
O 18.137 -15.309 -3.474  -0.4123
O 20.220 -15.360 -3.678  -0.6720
H 18.233 -13.335 -4.021  0.3161
O 10.372 -21.897 -3.768  -0.6220
S 9.994 -20.973 -4.820  1.1413
O 8.614 -20.644 -5.022  -0.5965
O 10.910 -19.579 -4.461  -0.3192
C 12.266 -19.710 -4.016  -0.1812
C 13.069 -18.645 -4.644  -0.5625
C 10.692 -21.683 -6.414  -0.9403
H 12.794 -20.654 -4.155  0.3853
H 12.315 -19.425 -2.966  0.1402
H 14.080 -18.609 -4.237  -0.1153
H 12.585 -17.699 -4.400  0.2801
H 13.212 -18.782 -5.716  0.3405
H 11.181 -20.987 -7.096  0.3394
H 9.905 -22.299 -6.849  0.3486
H 11.503 -22.355 -6.136  0.3270
O 15.880 -17.318 -2.484  -0.1680
S 15.017 -16.873 -1.387  1.0581
O 13.602 -17.296 -1.351  -0.6861
O 15.768 -17.280 -0.014  -0.2515
C 15.965 -18.715 0.250  -0.1266
C 17.135 -18.687 1.286  -1.0684
C 15.049 -15.063 -1.210  -0.8504
H 16.255 -19.102 -0.726  0.2691
H 15.172 -19.336 0.666  0.2589
H 18.063 -18.704 0.714  0.1914
H 17.217 -19.562 1.932  0.3745
H 17.151 -17.835 1.964  0.2930
H 16.058 -14.737 -1.460  0.2684
H 14.644 -14.783 -0.238  0.3919
H 14.457 -14.677 -2.041  0.2376

=====

No. 5
Density functional theory data (ωB97M-V with the def2-TZVPD basis set) for an isolated molecule of C10H20S5 at a distorted geometry.

SMILES string = C1CSCCSCCSCCSCCS1
orbital gap = 0.3388 Ha
maximum force = 1.068 eV/Å
E_tot = -64870.9026 eV
HOMO energy = -8.63 eV

Last column: Mulliken charge in e.
Positions of all 35 atoms, in Å:
C 1.003 -2.014 -2.138  -0.6920
C 1.917 -2.161 -0.920  -0.4753
S 1.640 -3.709 -0.014  -0.0939
C 0.227 -3.207 1.008  -0.2869
C 0.658 -2.417 2.256  -0.7110
S -0.709 -1.568 3.089  -0.1346
C -1.083 -0.350 1.791  -0.0604
C -1.773 0.889 2.381  -0.8666
S -2.201 2.088 1.095  -0.0680
C -0.561 2.767 0.720  -0.4493
C -0.609 3.772 -0.432  -0.9973
S -1.176 3.163 -2.043  -0.0873
C 0.169 2.053 -2.554  -0.8762
C -0.032 0.587 -2.156  0.2742
S 1.233 -0.426 -2.993  -0.1480
H -0.060 -2.119 -1.890  0.2866
H 1.203 -2.767 -2.868  0.4533
H 2.945 -2.159 -1.254  0.4132
H 1.801 -1.288 -0.224  0.1122
H -0.452 -2.594 0.395  0.0448
H -0.312 -4.127 1.317  0.3626
H 1.082 -3.082 3.005  0.3874
H 1.419 -1.702 1.976  0.3390
H -1.735 -0.799 1.041  0.3164
H -0.150 -0.063 1.330  -0.1193
H -2.701 0.628 2.858  0.4619
H -1.154 1.367 3.154  0.3905
H -0.187 3.255 1.600  0.4731
H 0.125 1.969 0.490  0.1389
H 0.370 4.188 -0.555  0.4429
H -1.304 4.597 -0.188  0.3912
H 1.132 2.423 -2.122  0.3667
H 0.229 2.136 -3.637  0.4613
H -1.012 0.250 -2.442  0.3789
H 0.058 0.422 -1.075  -0.4288

=====

No. 6
Density functional theory data (ωB97M-V with the def2-TZVPD basis set) for a cluster of 3 separate species, C10H21FN4O4PS in total at a distorted geometry.

orbital gap = 0.2738 Ha
maximum force = 1.925 eV/Å
E_tot = -47693.5040 eV
HOMO energy = -11.15 eV
total charge = +1

Last column: Mulliken charge in e.
Positions of all 42 atoms, in Å:
O 1.778 0.810 6.133  -0.4556
P 0.481 0.034 5.580  0.1866
O -0.447 1.292 5.128  -0.4606
N 1.104 -0.552 3.991  0.3169
N 2.149 0.044 3.325  -0.1149
C 2.298 -0.641 2.192  0.2981
S 3.546 -0.163 1.040  -0.2056
N 1.456 -1.631 2.075  -0.3941
C 0.707 -1.560 3.201  0.4986
N -0.272 -2.430 3.398  -0.0307
F -1.021 -2.406 4.512  -0.1393
H 1.439 1.639 6.508  0.3344
H -1.352 0.951 5.128  0.3647
H 2.693 0.831 3.645  0.2572
H 3.028 0.882 0.363  0.2068
H -0.448 -3.144 2.708  0.2862
C -0.603 -2.918 -2.879  -0.6788
C 0.314 -3.384 -1.756  -0.4725
C 1.238 -2.188 -1.596  -0.0614
O 0.479 -1.024 -1.943  -0.2990
C -0.748 -1.436 -2.569  -0.3451
H -1.558 -3.440 -2.910  0.3711
H -0.110 -3.053 -3.843  0.2867
H -0.266 -3.536 -0.841  0.1504
H 0.848 -4.306 -1.976  0.3900
H 2.092 -2.254 -2.278  0.2717
H 1.613 -2.081 -0.578  -0.1000
H -1.565 -1.255 -1.861  0.2731
H -0.924 -0.835 -3.462  0.2550
C -0.923 2.479 -1.477  -0.2140
C -0.575 2.557 -2.952  -0.5115
C -1.920 2.903 -3.573  -0.4033
O -2.631 3.669 -2.592  -0.3976
C -1.956 3.587 -1.335  -0.4716
H -0.066 2.611 -0.816  0.3349
H -1.379 1.510 -1.255  0.0603
H 0.137 3.367 -3.124  0.3077
H -0.147 1.638 -3.350  0.2370
H -2.503 2.001 -3.788  0.2378
H -1.827 3.481 -4.492  0.2903
H -1.477 4.553 -1.141  0.2696
H -2.682 3.396 -0.543  0.2703

=====

No. 7
Density functional theory data (ωB97M-V with the def2-TZVPD basis set) for a cluster of 2 separate species, C10H21N2O2 in total at a distorted geometry.

orbital gap = 0.3481 Ha
maximum force = 1.023 eV/Å
E_tot = -17779.0990 eV
HOMO energy = -12.20 eV
total charge = +1

Last column: Mulliken charge in e.
Positions of all 35 atoms, in Å:
C 5.923 -1.611 0.771  -1.0832
C 5.086 -1.998 -0.428  -0.3344
O 3.688 -2.085 -0.164  -0.3604
C 3.103 -0.887 0.234  -0.2494
C 1.646 -1.151 0.353  0.0830
N 0.819 -0.371 1.041  -0.0549
C -0.462 -0.907 0.961  -0.5646
C -0.376 -2.016 0.214  -0.4034
N 0.959 -2.151 -0.164  0.0028
H 6.966 -1.494 0.511  0.3921
H 5.607 -0.671 1.215  0.3230
H 5.814 -2.371 1.539  0.3021
H 5.380 -2.995 -0.732  0.2731
H 5.290 -1.360 -1.287  0.3452
H 3.284 -0.063 -0.461  0.3575
H 3.437 -0.575 1.224  0.3470
H 1.073 0.468 1.535  0.2538
H -1.349 -0.506 1.408  0.6338
H -1.139 -2.713 -0.062  0.4737
H 1.380 -2.867 -0.736  0.2255
C -2.364 2.731 -1.406  -1.2689
C -2.474 1.602 -0.397  0.1201
O -3.302 1.882 0.710  -0.4164
C -4.664 2.173 0.420  -0.3353
C -5.399 1.049 -0.287  -1.0289
H -2.007 3.641 -0.923  0.3198
H -1.668 2.461 -2.201  0.4056
H -3.324 2.957 -1.870  0.3060
H -1.487 1.408 0.028  0.0266
H -2.794 0.672 -0.887  0.3177
H -4.740 3.106 -0.146  0.3215
H -5.130 2.358 1.387  0.3321
H -4.976 0.835 -1.271  0.2610
H -6.445 1.319 -0.430  0.3961
H -5.354 0.131 0.301  0.2809

=====

No. 8
Density functional theory data (ωB97M-V with the def2-TZVPD basis set) for a cluster of 2 separate species, C10H21N3 in total at a distorted geometry.

orbital gap = 0.3217 Ha
maximum force = 5.268 eV/Å
E_tot = -15161.2751 eV
HOMO energy = -15.74 eV
total charge = +2

Last column: Mulliken charge in e.
Positions of all 34 atoms, in Å:
C 0.834 1.144 -1.192  -0.5792
C -0.055 1.813 -3.423  0.1391
C -1.597 0.835 1.116  -0.2611
C -0.902 -1.547 1.639  -0.4243
C 1.602 1.484 -0.126  0.9618
C 2.208 2.911 -0.014  -1.6965
C 2.175 0.590 0.877  -0.9890
C -0.508 -3.731 0.582  -1.4009
C -1.990 -3.269 2.759  -1.5382
C -1.554 -2.867 1.268  0.5662
N -1.189 -0.362 1.254  0.0677
N -0.190 2.745 -4.334  -0.2942
N 0.541 2.010 -2.286  -0.1122
H 0.378 0.195 -1.467  0.3571
H -0.499 0.943 -3.649  0.4292
H -1.446 1.491 0.326  0.3632
H -2.391 1.178 1.899  0.2694
H 0.078 -1.520 2.260  0.4492
H 2.625 3.090 0.910  0.4308
H 1.545 3.829 -0.001  0.3899
H 2.964 3.241 -0.709  0.4205
H 3.001 0.315 0.318  0.3814
H 1.483 -0.252 0.965  0.0169
H 2.440 1.140 1.837  0.4182
H 0.437 -3.590 0.954  0.4734
H -0.778 -3.456 -0.470  0.3365
H -0.870 -4.725 0.674  0.3924
H -2.353 -2.532 3.353  0.4960
H -1.265 -4.018 3.270  0.3578
H -2.797 -3.919 2.579  0.4542
H -2.494 -2.546 0.621  0.4414
H -0.510 2.747 -5.280  0.2456
H 0.132 3.699 -4.134  0.2121
H 0.944 2.935 -2.373  0.2257